Here is a cluster of 3 separate species, C27H49F4N6O9PSi in total at a distorted geometry from the Open Molecules 2025 dataset. Energies are from the ωB97M-V functional and the def2-TZVPD basis.

XYZ file:
```
97
Properties=species:S:1:pos:R:3:forces:R:3
C 3.822 1.076 0.876 0.342 -0.073 0.620
C 2.967 0.254 0.615 -1.753 0.206 0.399
C 1.649 -0.611 0.510 2.054 -0.811 -0.124
C 0.344 0.258 0.290 1.267 -0.325 0.790
C 0.461 1.295 1.513 -0.897 1.598 0.162
C 0.897 0.799 2.943 0.647 0.559 1.214
C 0.141 1.623 4.106 1.235 0.082 0.649
C 1.243 2.286 5.068 -0.517 0.667 -1.343
O 2.026 1.320 5.779 0.444 0.889 -0.303
C 3.411 1.336 5.413 1.009 -0.942 -0.770
C 0.314 0.924 -1.207 -1.713 1.323 2.202
C 0.628 2.457 -1.130 1.215 2.238 -1.981
C 0.321 3.353 -2.513 -3.548 -1.432 -0.126
C -1.265 3.735 -2.777 3.762 -1.932 -3.849
O -0.402 2.688 -3.616 2.441 1.981 2.125
C 1.028 0.381 -2.468 -0.221 0.525 -2.177
C 1.989 -0.774 -2.805 1.632 -1.387 -1.802
O 1.640 -2.142 -2.534 -0.010 0.551 0.722
C 3.557 -0.593 -2.456 0.673 -0.447 -0.986
F 3.993 -1.523 -1.498 -0.517 2.027 -1.068
F 3.939 0.696 -2.197 -0.479 -2.085 0.145
F 4.319 -0.956 -3.598 -1.247 0.440 1.633
O -1.146 0.979 -1.440 -1.329 -0.260 -0.559
C -2.077 0.473 -0.476 2.433 -1.287 -0.440
F -3.171 -0.301 -1.032 1.897 0.410 0.181
Si -3.154 1.915 0.121 -2.988 1.448 -0.223
C -4.545 1.583 1.427 -0.166 -0.370 0.245
C -4.282 2.286 -1.428 0.673 0.493 -0.952
C -2.445 3.603 0.559 0.419 1.703 0.320
C -1.082 -0.500 0.378 -1.326 -0.504 0.825
N -1.233 -1.895 -0.054 1.379 -1.114 -1.802
C -1.052 -2.341 -1.384 -0.014 -1.723 -2.819
C -0.638 -3.874 -1.640 0.424 -0.140 -0.023
O -1.233 -1.737 -2.436 -0.007 0.466 2.278
C -0.887 -2.990 0.841 0.887 -2.772 2.632
C -1.964 -4.071 1.353 -0.841 1.022 -1.704
O 0.232 -3.257 1.251 -1.194 1.635 -1.066
P -2.044 -0.453 2.031 -1.056 1.367 1.440
N -1.347 -1.332 3.351 -0.946 -0.783 0.148
O -3.463 -1.367 1.678 1.422 0.449 0.451
H 4.600 1.766 1.283 -1.124 -1.095 -0.932
H 1.861 -1.392 -0.269 -0.624 0.811 0.499
H 1.660 -1.229 1.464 -0.427 0.973 -1.108
H 1.192 2.142 1.307 -0.893 -1.286 -0.264
H -0.524 1.841 1.687 1.061 -0.826 -0.567
H 0.861 -0.295 3.168 -0.342 0.989 -0.458
H 1.991 1.073 3.101 -1.338 -0.469 -0.549
H -0.457 2.493 3.706 0.423 -1.009 0.279
H -0.509 0.968 4.748 0.464 0.658 -0.736
H 1.898 2.899 4.360 -0.597 -0.713 0.939
H 0.780 3.040 5.774 0.365 -1.042 -0.490
H 4.096 0.935 6.222 -1.243 0.471 -0.569
H 3.554 0.630 4.526 -0.024 0.933 0.927
H 3.814 2.347 5.120 -0.664 -0.808 0.354
H 1.741 2.645 -0.994 -1.204 -0.507 0.234
H 0.057 3.073 -0.392 0.514 -1.174 -0.277
H 1.104 4.180 -2.793 -1.659 -1.676 0.479
H -2.068 2.960 -2.772 0.066 1.496 1.509
H -1.251 4.507 -3.606 -0.962 -0.268 1.691
H 0.189 0.299 -3.241 1.001 -0.013 1.204
H 1.648 1.238 -2.907 -0.892 -0.976 0.773
H 2.041 -0.778 -3.954 -0.047 0.728 1.543
H 2.324 -2.749 -2.876 -0.338 0.660 0.104
H -5.109 0.622 1.199 0.855 1.043 0.392
H -4.081 1.567 2.462 -0.901 -0.013 -1.048
H -5.331 2.402 1.335 1.163 -0.768 0.169
H -4.259 3.397 -1.684 -0.049 -1.269 0.481
H -3.877 1.771 -2.359 -0.757 0.443 1.050
H -5.358 2.014 -1.262 1.050 0.008 -0.152
H -2.429 4.287 -0.352 0.106 -1.036 0.973
H -3.174 4.123 1.267 0.803 -0.834 -0.766
H -1.438 3.690 1.041 -0.838 -0.176 -0.339
H -1.412 -4.601 -1.264 0.938 0.715 -0.052
H 0.405 -4.090 -1.244 -1.513 0.172 -0.055
H -0.551 -4.072 -2.754 -0.390 0.814 1.336
H -1.657 -5.078 0.929 -0.171 1.275 0.783
H -2.968 -3.795 0.895 1.058 -0.480 0.903
H -2.011 -4.092 2.480 0.174 0.030 -1.376
H -1.807 -2.236 3.552 0.608 0.382 -0.515
H -1.512 -0.791 4.212 0.308 -0.031 -0.703
H -4.084 -1.178 2.415 0.507 0.021 -0.705
C 7.789 -3.207 0.214 0.167 0.036 0.220
O 8.739 -3.286 0.974 -0.025 -0.015 -0.055
N 6.684 -2.466 0.496 -0.338 0.293 0.251
N 7.751 -3.853 -0.984 0.179 -0.355 -0.430
H 5.891 -2.388 -0.116 0.050 0.042 0.021
H 6.674 -1.973 1.372 -0.010 -0.065 -0.126
H 8.550 -4.412 -1.228 -0.109 0.085 0.040
H 6.979 -3.801 -1.622 0.036 0.041 0.063
C -4.647 -0.328 -4.322 0.274 -0.001 0.114
O -3.796 0.520 -4.533 -0.109 0.047 -0.034
N -4.431 -1.401 -3.516 0.339 -0.300 0.224
N -5.890 -0.273 -4.879 -0.470 0.256 -0.356
H -5.119 -2.107 -3.332 -0.001 0.092 -0.045
H -3.522 -1.477 -3.085 -0.047 0.078 -0.012
H -6.087 0.507 -5.482 0.032 -0.108 0.089
H -6.604 -0.959 -4.719 0.076 0.028 0.013
```
Positions in Å, forces in eV/Å.

Values from the calculation:
spin multiplicity = 1
E_HOMO = -8.60 eV
F_max = 5.72 eV Å⁻¹
electronic energy = -84190.6514 eV
SMILES string = C#CC[C@@]1(CCCCOC)[C@@](C[C@@H]2CO2)(C[C@H](O)C(F)(F)F)O[C@](F)([Si](C)(C)C)[C@]1(N(C(C)=O)C(C)=O)P(N)O.NC(N)=O.NC(N)=O
M = 736.774 g/mol